Record 1
2 unconnected molecules or ions with the total composition C3H11NOS2. Source: the Open Molecules 2025 dataset; level of theory: wB97M-V/def2-TZVPD.

XYZ file:
```
18
Properties=species:S:1:pos:R:3:forces:R:3
S -3.161047 0.222865 -1.465488 -0.64 0.71 -1.30
S -2.365056 0.498326 0.389008 0.34 -0.28 0.25
C -1.348716 -1.062735 0.406363 1.49 2.05 1.10
C 0.122246 -0.883679 -0.139926 -2.04 -1.34 -0.42
N 1.052787 -0.967213 0.921998 1.50 -0.44 -0.95
C 2.456537 -0.785459 0.505832 0.71 0.06 1.82
H -2.915090 1.354344 -2.255779 0.32 -0.85 1.10
H -1.257526 -1.287828 1.519376 -0.45 -0.32 -1.54
H -1.932097 -1.711441 -0.214244 -0.14 -0.83 0.26
H 0.220603 -0.030680 -0.792492 -0.10 0.63 -0.19
H 0.284010 -1.771274 -0.734587 0.16 -0.26 -0.56
H 0.864361 -0.245142 1.554762 -0.29 1.22 1.31
H 2.879680 -1.553307 -0.141114 -0.58 -0.12 -0.16
H 2.961076 -0.913500 1.476054 0.42 -0.01 -0.39
H 2.810093 0.204388 0.155967 -0.77 -0.21 -0.25
H -0.280648 3.360255 -1.067700 -0.19 0.52 -0.64
H -0.480282 2.851499 0.355128 1.23 -0.49 -1.75
O 0.089063 2.720583 -0.473157 -0.95 -0.02 2.32
```
Forces are in eV/Å.

For the energy above the lowest of the compared OMol25 structures with the same formula, charge and spin, the calculation gives 116.80 kJ/mol. As for the highest occupied orbital energy: -8.51 eV. The molecular weight is 141.26 g/mol. As for the max |F|: 0.0538 hartree/bohr. The calculation puts the orbital gap at 0.330 Eh. As for the SMILES: CNCCSS.O.

=====

Record 2
2 unconnected molecules or ions with the total composition CH3F2OP. Source: the Open Molecules 2025 dataset; level of theory: wB97M-V/def2-TZVPD.

XYZ file:
```
8
Properties=species:S:1:pos:R:3:forces:R:3
C 2.160716 0.158883 -0.015540 1.33 0.98 -1.49
O 1.881446 -0.993691 -0.094907 -0.43 -0.74 0.90
F -1.657608 1.116762 0.079599 -1.00 -0.96 -0.39
F -3.380088 -0.567449 0.838191 0.71 0.27 -0.68
P -2.498281 -0.198303 -0.469194 1.09 0.63 1.19
H -1.346239 -1.040025 -0.178277 -0.75 0.05 -0.11
H 2.697694 0.735309 0.740356 -0.22 -0.62 1.39
H 2.142359 0.788515 -0.900229 -0.73 0.40 -0.80
```
Forces are in eV/Å.

For the energy above the lowest of the compared OMol25 structures with the same formula, charge and spin, the calculation gives 200.05 kJ/mol. As for the highest occupied orbital energy: -10.30 eV. The molecular weight is 100.00 g/mol. As for the max |F|: 0.0433 hartree/bohr. The calculation puts the orbital gap at 0.403 Eh. As for the SMILES: C=O.FPF.

=====

Record 3
A molecular structure, C4H7OY. Source: the Open Molecules 2025 dataset; level of theory: wB97M-V/def2-TZVPD.

XYZ file:
```
13
Properties=species:S:1:pos:R:3:forces:R:3
C 0.431799 1.543450 -0.247350 -0.66 -0.70 -0.01
C 0.536759 0.138819 0.282801 4.16 -0.44 3.42
C -0.425416 -0.705418 0.997614 -4.49 5.89 -0.39
O -0.558386 -1.996569 0.871712 -2.62 -7.57 -3.04
Y -1.811092 -3.706623 0.045681 2.74 3.29 2.08
H -0.516480 2.051735 -0.048274 -0.11 -0.32 -0.23
H 1.542703 -0.096241 0.653551 0.24 0.05 -0.98
H 1.332008 2.151998 -0.147716 0.16 -0.41 0.07
H -1.335830 -0.088258 0.509194 0.27 -1.70 1.63
C 0.428647 0.491409 -1.300622 -0.29 2.51 -2.35
H -0.511180 0.339616 -1.832497 0.05 -0.45 0.43
H 1.329568 0.338437 -1.893906 0.07 -0.58 0.39
H -0.443100 -0.462356 2.109812 0.49 0.43 -1.01
```
Forces are in eV/Å.

As for the highest occupied orbital energy (alpha / beta): -22.39 / -22.31 eV. The spin multiplicity is 2. The molecular weight is 160.01 g/mol. As for the max |F|: 0.1666 hartree/bohr. The calculation puts the orbital gap (alpha / beta) at 0.246 / 0.242 Eh. The charge is +3.

=====

Record 4
A molecular structure, C12H32As5F30N4O4. Source: the Open Molecules 2025 dataset; level of theory: wB97M-V/def2-TZVPD.

XYZ file:
```
87
Properties=species:S:1:pos:R:3:forces:R:3
C 8.263368 14.162048 -17.645496 -0.14 -1.30 -1.31
C 7.371588 14.875552 -18.644011 -0.93 -0.02 1.66
O 6.501784 15.620859 -18.383487 0.02 0.62 0.15
N 7.483852 14.522580 -20.091282 1.33 -0.62 -2.13
H 7.700919 13.548552 -20.307911 0.21 -0.27 0.89
H 6.602606 14.597700 -20.620844 -0.85 1.01 0.69
C 8.621209 15.280540 -20.771928 -0.83 -0.17 -0.38
H 7.793374 14.039122 -16.673667 -0.05 0.81 0.01
H 9.292046 14.513759 -17.602289 -0.13 0.30 0.12
H 8.304752 13.130811 -18.015674 0.30 -0.09 -0.01
H 8.354664 16.293622 -21.065401 -0.25 0.15 0.87
H 8.761339 14.815496 -21.746821 0.53 -0.42 0.31
H 9.445717 15.211805 -20.069927 0.34 0.19 -0.48
C 2.058154 13.092134 -15.301700 -0.28 -1.27 0.46
C 3.506342 13.484677 -15.266975 -1.54 0.39 0.35
O 4.395431 12.871917 -14.764599 0.24 -0.02 -0.50
N 3.725364 14.912896 -15.665766 0.80 1.32 1.45
H 3.889712 15.098158 -16.655629 -0.21 -0.20 -0.45
H 2.918514 15.477047 -15.376448 -0.81 -0.31 -0.52
C 4.830714 15.549335 -14.801523 0.31 -1.23 -1.31
H 1.999628 12.079831 -14.895424 0.22 -0.01 -0.15
H 1.517482 13.051952 -16.248170 0.51 0.48 -0.28
H 1.455508 13.690263 -14.613797 0.36 0.56 -0.17
H 4.979240 16.598603 -15.036819 -0.50 0.02 0.17
H 5.704242 15.000589 -15.148349 0.33 0.17 0.64
H 4.539531 15.308162 -13.786517 0.49 0.45 0.03
C -1.214933 11.192475 -14.083423 0.18 -0.20 1.25
C -2.088261 12.345164 -13.610866 1.12 -1.40 -2.97
O -2.647398 13.017888 -14.407664 -0.69 0.58 1.40
N -2.169104 12.633652 -12.134094 0.33 1.20 -0.61
H -3.110271 12.994745 -11.985924 0.00 0.10 0.26
H -1.994521 11.824735 -11.547024 0.01 -0.16 -0.13
C -1.123355 13.738153 -11.852886 -0.41 0.07 0.51
H -0.890809 10.552242 -13.259726 -0.03 -0.13 -0.06
H -0.305958 11.509627 -14.597113 -0.13 0.47 0.07
H -1.727317 10.592863 -14.833338 -0.24 0.11 0.12
H -1.051881 13.790996 -10.769631 0.33 0.07 -0.06
H -1.456130 14.687185 -12.270650 -0.26 -0.26 -0.03
H -0.182641 13.512131 -12.350156 -0.02 -0.30 0.22
C 2.899708 7.847878 -10.471873 -0.70 -1.12 0.11
C 3.014627 8.911241 -11.509450 0.29 -0.77 0.22
O 2.200823 9.120081 -12.327478 0.38 0.77 -0.01
N 4.385690 9.642453 -11.527590 -0.88 0.53 -0.94
H 4.616588 9.845019 -10.557502 0.35 0.09 -0.01
H 5.078050 9.021441 -11.942450 0.07 -0.29 0.30
C 4.343833 10.891908 -12.377469 1.22 0.39 -0.06
H 3.727696 7.436440 -9.897101 0.49 0.72 -0.24
H 2.528624 7.010797 -11.069024 -0.13 -0.11 0.15
H 2.096420 8.065856 -9.767213 -0.01 0.27 -0.10
H 3.838211 11.665416 -11.804459 -0.42 0.07 -0.52
H 4.046277 10.659494 -13.397050 -0.99 -0.03 0.33
H 5.365747 11.229981 -12.558951 0.12 0.00 0.58
As 2.947805 15.150233 -11.244632 -0.21 1.47 1.39
F 2.916756 13.831729 -10.020139 -0.10 0.27 -0.95
F 4.408651 14.389849 -11.896405 -0.65 -0.05 -0.01
F 2.953385 16.372804 -12.509344 -0.20 -0.89 0.87
F 1.567910 15.872747 -10.294351 0.63 -1.12 -1.78
F 3.920510 16.143756 -10.227514 0.12 -0.52 -0.23
F 1.965644 14.173684 -12.365879 0.16 0.06 0.90
As 6.361042 18.875362 -12.840391 1.04 -1.20 1.43
F 4.752271 18.810983 -13.478482 0.44 0.26 -0.34
F 6.840362 17.429048 -13.816028 -0.37 0.88 0.26
F 7.979578 18.800187 -12.079994 -0.80 0.25 -0.69
F 6.006101 20.299152 -11.874227 -0.02 -0.68 -0.47
F 5.819860 17.753959 -11.567264 0.35 0.92 -0.81
F 6.974599 19.909551 -14.123660 -0.40 -0.50 0.41
As -0.451545 16.348688 -15.433596 -1.57 -0.44 0.93
F 1.313561 16.210342 -15.455071 -0.55 0.19 0.09
F -0.454059 15.471694 -13.844832 0.18 0.36 -1.24
F -2.240616 16.375694 -15.369014 1.37 -0.15 -0.21
F -0.409245 17.273810 -16.896139 -0.02 -0.71 0.35
F -0.542250 14.734983 -16.245299 0.20 1.65 0.64
F -0.453361 17.840254 -14.496504 0.39 -0.93 -0.63
As 0.820179 8.668148 -16.475142 -2.20 0.06 0.43
F 2.232782 7.697034 -16.297265 0.08 -0.12 -0.28
F 1.122375 9.073787 -18.141873 0.44 -0.34 0.79
F -0.615545 9.731084 -16.599207 0.81 -0.74 0.44
F 0.372718 8.246476 -14.763794 0.28 0.54 -1.15
F 1.736763 10.044956 -15.844659 -0.33 -0.53 -0.34
F -0.180873 7.273375 -16.976768 0.97 1.01 0.33
As 3.472990 14.496614 -19.667154 -2.94 0.36 0.26
F 3.633417 15.818603 -18.460463 0.55 -1.19 -0.66
F 4.840229 15.062907 -20.626892 0.59 -0.17 0.15
F 3.216227 13.193543 -20.801346 0.60 0.57 0.25
F 2.075475 13.905111 -18.784168 1.02 0.39 -0.15
F 2.472537 15.605218 -20.603662 0.74 -0.88 0.47
F 4.551685 13.460274 -18.703437 -0.04 0.70 -0.39
```
Forces are in eV/Å.

As for the highest occupied orbital energy: -8.56 eV. The molecular weight is 1240.96 g/mol. As for the max |F|: 0.0674 hartree/bohr. The calculation puts the orbital gap at 0.316 Eh. The charge is -1.

=====

Record 5
2 unconnected molecules or ions with the total composition C5H15NO. Source: the Open Molecules 2025 dataset; level of theory: wB97M-V/def2-TZVPD.

XYZ file:
```
22
Properties=species:S:1:pos:R:3:forces:R:3
C 1.218872 -1.251881 -1.442075 0.08 -0.33 0.31
N 0.927709 -1.158438 -0.016944 0.08 0.19 -0.35
C -0.376126 -1.750585 0.236741 -0.21 0.04 0.40
C -0.004066 1.206991 0.000966 -0.25 -0.17 0.95
C 1.078783 0.231542 0.471678 -0.06 -0.42 -0.57
C 1.174664 0.233964 1.990180 0.15 0.25 -0.03
H 2.238875 -0.911234 -1.639315 -0.11 0.26 -0.06
H 1.195496 -2.299949 -1.750670 -0.11 -0.05 0.07
H 0.480519 -0.721559 -2.052763 0.09 0.18 -0.19
H -0.322815 -2.826513 0.044002 -0.02 0.03 -0.03
H -1.195643 -1.324883 -0.366322 0.11 -0.04 -0.06
H -0.665370 -1.618212 1.286556 0.09 -0.05 -0.13
H 0.058914 2.107126 0.614495 0.13 0.28 -0.20
H -0.982735 0.795266 0.269725 -0.02 0.05 -0.27
H 0.002317 1.481998 -1.048859 0.07 -0.10 -0.14
H 2.033434 0.554517 0.042496 0.10 0.00 0.22
H 1.652730 1.164243 2.311994 -0.06 -0.08 0.11
H 0.189952 0.192116 2.455924 -0.04 -0.05 0.00
H 1.765858 -0.615706 2.335672 0.02 0.02 0.01
H -2.772558 1.390774 -1.481962 -0.05 0.05 -0.11
H -3.356006 1.741108 -0.146950 -0.07 0.09 0.00
O -3.215802 2.132514 -1.029507 0.05 -0.16 0.08
```
Forces are in eV/Å.

For the energy above the lowest of the compared OMol25 structures with the same formula, charge and spin, the calculation gives 48.98 kJ/mol. As for the highest occupied orbital energy (alpha / beta): 1.06 / -5.17 eV. The spin multiplicity is 2. The molecular weight is 105.18 g/mol. As for the max |F|: 0.0193 hartree/bohr. The calculation puts the orbital gap (alpha / beta) at 0.106 / 0.328 Eh. The charge is -1.

=====

Record 6
A gas-phase ion, C11H14NO (charge +1). Source: the Open Molecules 2025 dataset; level of theory: wB97M-V/def2-TZVPD.

XYZ file:
```
27
Properties=species:S:1:pos:R:3:forces:R:3
C -1.839594 -1.768304 0.900094 -2.33 -2.02 0.41
C -2.140769 -0.597884 0.402983 -0.33 2.12 0.52
C -0.537906 -2.299429 0.949502 1.07 -0.86 -0.90
C -1.080588 0.439502 0.090918 -0.07 1.24 1.19
C 0.479348 -1.456102 0.710561 3.00 -0.68 -0.07
C 0.313868 -0.044590 0.495934 -0.99 0.68 0.32
C -1.076409 0.861576 -1.473400 0.16 -1.31 2.74
C -1.310700 -0.337602 -2.301811 -1.27 -0.74 -0.31
C -0.291689 -1.170847 -2.447595 0.49 0.35 -0.70
C 1.144160 2.251389 0.170240 3.46 0.01 1.20
C 2.546842 0.508329 1.282775 -1.60 -1.66 2.39
N 1.270690 0.846668 0.675397 -1.10 0.73 -1.24
O 0.711278 -1.739083 -2.619261 -0.97 0.17 0.24
H -2.740544 -2.358778 1.096331 0.74 -0.36 0.29
H -3.233130 -0.422140 0.449700 0.89 0.76 -0.75
H -0.324320 -3.400021 0.962826 -0.40 1.22 0.40
H -1.271135 1.393224 0.786779 0.14 -1.95 -1.53
H 1.516665 -1.896053 0.608549 -1.28 0.71 0.26
H -1.730940 1.695666 -1.430173 -0.81 0.53 -1.22
H -0.088305 1.141819 -1.644366 1.45 1.20 -0.49
H -2.354712 -0.621455 -2.480359 0.72 -0.31 -0.26
H 1.710600 2.957277 0.881138 -1.24 -1.15 -0.60
H 1.875900 2.224366 -0.671468 -1.22 0.51 -0.15
H 0.147371 2.595484 0.010580 -0.30 0.06 -0.42
H 3.354257 0.156023 0.636598 -0.34 0.11 -0.03
H 2.831139 1.319597 1.955892 0.24 0.08 -0.48
H 2.118622 -0.278632 2.001637 1.88 0.56 -0.81
```
Forces are in eV/Å.

For the energy above the lowest of the compared OMol25 structures with the same formula, charge and spin, the calculation gives 126.92 kJ/mol. As for the highest occupied orbital energy: -12.38 eV. The molecular weight is 176.24 g/mol. As for the max |F|: 0.0712 hartree/bohr. The calculation puts the orbital gap at 0.276 Eh. The charge is +1. As for the SMILES: C[N+](C)=C1C=CC=C[C@@H]1CC=C=O.

=====

The lowest max |F| belongs to which entry? C5H15NO

=====

Which value of max |F| does entry 2 give? 0.0433 hartree/bohr